P.
C5H9F | ωB97M-V with the def2-TZVPD basis set

Positions of all 15 atoms, in Å:
H: 0.8879 1.6596 0.2962
C: 0.2437 -0.2898 1.8887
H: -0.8175 -1.3783 -1.2191
H: -0.2398 0.3086 -2.2428
C: 0.3107 1.0353 -0.3121
H: -0.8306 1.9004 -1.7838
C: 0.0250 -0.1234 0.3691
F: 0.8174 0.9118 2.3399
H: -1.2951 -1.8324 0.4668
H: -0.7221 -0.6331 2.3089
H: 0.3513 -2.0359 -0.0847
C: -0.0248 1.2151 -1.7212
C: -0.5080 -1.3967 -0.1626
H: 1.0182 -1.1016 2.0062
H: 0.7838 1.7605 -2.1495

SMILES: C/C=C(\C)CF
Frontier orbital gap, eV: 9.79
Molar mass, g mol⁻¹: 88.125

These are the Löwdin partial charges, in e, on atoms 1 to 4: H 0.084; C -0.157; H 0.078; H 0.062

---

Q.
C5H9F | ωB97M-V with the def2-TZVPD basis set

Positions of all 15 atoms, in Å:
C: 1.8946 0.2887 -0.1236
H: -1.3809 -2.1142 -0.6759
C: -0.5764 0.0466 -0.6163
C: -0.5931 1.0943 0.3755
C: 0.5061 0.0895 0.4295
H: 2.6075 -0.6342 -0.1392
H: -2.1886 -1.1545 0.4208
H: -0.1708 2.0495 0.1081
H: 1.9406 0.6407 -1.0459
C: -1.6259 -1.0297 -0.5754
H: -2.4475 -0.7435 -1.1813
H: 0.3002 -0.6128 1.1210
H: -1.3007 0.9786 1.0861
H: 2.3717 0.9265 0.5573
F: -0.1376 0.2542 -1.9383

SMILES: C[C@H]1C[C@@]1(C)F
Frontier orbital gap, eV: 10.69
Molar mass, g mol⁻¹: 88.125

These are the Löwdin partial charges, in e, on atoms 1 to 4: C -0.035; H 0.093; C -0.469; C -0.026

---

The most stable arrangement is P, and the next structure is 0.785 eV less stable.

---

P.
FHN2O2 | ωB97M-V with the def2-TZVPD basis set

Positions of all 6 atoms, in Å:
H: 1.4768 -0.8093 -0.4894
N: -0.0615 -0.0847 0.1473
O: 1.3740 -0.0929 0.1229
O: -0.6074 -1.1145 0.3092
F: -1.7455 1.0439 0.0456
N: -0.4363 1.0575 -0.1357

SMILES: [O-]/[N+](O)=N\F
Frontier orbital gap, eV: 11.50
Molar mass, g mol⁻¹: 80.018

These are the Löwdin partial charges, in e, on atoms 1 to 4: H 0.097; N -0.399; O 0.089; O 0.106

---

Q.
FHN2O2 | ωB97M-V with the def2-TZVPD basis set

Positions of all 6 atoms, in Å:
N: -0.8347 0.5281 -0.8920
N: 0.6032 -0.8483 0.8293
O: -1.2286 -0.2572 -1.6475
O: -0.7905 1.6643 -0.7319
F: 0.7599 0.0036 1.9156
H: 1.4906 -1.0906 0.5264

Frontier orbital gap (alpha / beta), eV: 10.63 / 8.58
Molar mass, g mol⁻¹: 80.018

These are the Löwdin partial charges, in e, on atoms 1 to 4: N -0.294; N 0.149; O 0.121; O 0.137

---

The most stable arrangement is P, and the next structure is 1.500 eV less stable.

---

P.
C56H55N4O5P2STeTi | ωB97M-V with the def2-TZVPD basis set

Positions of all 125 atoms, in Å:
H: 0.7757 -5.1614 -0.2740
C: 4.5375 -0.1429 2.0650
C: 3.4717 -0.0044 1.1775
C: 0.4138 0.5590 -4.4789
H: 4.3470 -1.0505 -2.9055
N: 2.7872 -1.2975 2.7207
P: -0.2863 1.8657 1.7546
C: -1.2214 -4.4214 5.1430
H: 1.6957 2.2818 -4.9597
H: -0.3630 3.2623 -1.4146
H: 0.9975 3.8087 -3.3427
H: -2.0107 -0.3812 -2.8390
H: 5.9333 -6.5557 -3.1105
C: -1.2343 -1.8562 -5.2773
H: -1.5600 1.5298 -4.9929
H: -2.7122 3.2814 1.9275
H: -2.8046 1.3566 6.8034
H: 2.3215 6.9054 1.6009
H: -4.3875 5.0965 1.0306
H: -6.7522 -1.3890 -0.5131
C: -0.8809 -2.1092 5.7184
H: -1.5188 -5.4223 5.4249
O: 0.8501 -3.4928 1.5998
H: -0.4840 -4.4187 -3.1395
C: -3.4573 7.2547 -0.4718
P: -1.5541 0.8292 -0.4995
C: 3.4267 -5.6794 -2.3516
C: -2.9470 3.9541 -0.1205
H: 2.4510 2.6644 1.1889
N: 2.4103 -0.6992 1.5833
H: 4.5366 -1.3988 3.9144
C: 1.4562 -5.7712 -0.8639
H: -1.5921 -2.5577 -6.0225
C: -2.8032 0.7699 4.7401
C: -0.5148 -2.4824 -4.1392
C: -3.1908 0.0868 -0.5467
C: 3.3267 -1.4319 -2.8759
C: -1.1922 2.2632 5.7218
H: -5.0217 -2.3140 0.9847
H: -6.2057 0.4656 -2.0479
C: 2.3975 -4.9775 -1.7317
H: -3.7658 7.5010 0.5440
H: -2.5557 0.3515 2.6575
H: -2.4090 6.9579 -0.4789
C: -0.4109 -2.8761 3.4898
C: 1.8880 3.5565 1.4143
C: 0.0940 -2.6575 2.0994
C: 0.5433 3.4711 1.7532
C: -2.3116 1.4548 5.8453
H: -2.1182 4.6622 -0.0318
C: -2.7958 2.8606 0.9235
C: -1.2360 0.3398 -3.1035
O: 4.1614 1.4259 -0.5872
H: -3.6682 0.1276 4.8369
H: 3.5762 4.8354 1.0903
C: -1.2661 -3.3914 6.0763
H: -0.9072 -1.3094 6.4458
C: 1.8271 5.9446 1.6455
H: 6.2566 -5.1969 -4.1894
H: 5.5757 1.2952 0.4203
H: -3.6865 2.2244 0.9390
C: 2.3472 -3.5908 -1.9191
C: -1.0668 1.7320 3.3763
C: 4.0501 -1.0015 3.0400
C: 0.1216 -1.7626 -3.2051
H: -3.9234 1.4075 -2.0820
H: 5.1057 -3.1545 -3.8065
C: -0.1516 4.6463 2.0655
C: -0.5706 2.4071 4.4880
C: -5.7534 -0.9738 -0.5215
H: 0.1678 -4.4049 -4.7735
C: -1.5685 -0.5761 -5.4558
H: 2.0385 -6.3677 -0.1612
H: -2.7311 -1.3816 0.9561
H: 0.2956 3.0503 4.3983
H: -1.1888 4.6091 2.3732
C: -4.2783 4.6768 0.0262
C: 5.4742 -5.8444 -3.7969
Te: 0.5540 -2.6329 -1.3162
H: -2.1476 -0.3419 -6.3419
C: -0.7792 -4.1697 3.8565
C: 5.9239 0.4108 2.0988
C: 0.9404 1.9464 -4.2582
C: 2.5301 4.7871 1.3599
H: -0.8077 2.7926 6.5829
H: -1.5991 -3.5938 7.0855
Ti: 0.5945 -0.3184 0.4111
C: -0.4716 -1.8451 4.4174
O: 6.6480 0.1530 3.0199
C: -0.4093 2.5672 -2.2491
H: -1.5722 -4.3103 -4.5215
H: -0.1935 -0.8390 4.1284
C: -4.7820 -1.4925 0.3228
C: 3.2674 0.7858 -0.0687
H: -2.8791 3.5257 -1.1235
O: 6.2946 1.1871 1.0860
H: -0.7034 -4.9663 3.1291
C: -1.1999 1.4920 -2.1374
C: -4.1669 0.5981 -1.4029
C: -2.1768 0.8973 3.5133
C: -5.4473 0.0692 -1.3865
C: -3.4978 -0.9673 0.3108
H: 0.8684 0.0769 -2.3843
C: 4.3955 -5.0496 -3.1181
N: -1.6124 2.0084 0.6977
C: -1.1386 0.5969 -4.6264
H: -5.1059 3.9774 -0.1137
C: -0.6089 -3.9829 -4.1307
H: 3.4757 -6.7537 -2.2097
N: -0.2249 -1.4952 1.4250
H: 0.8614 -6.4631 -1.4635
H: 2.7844 -0.9092 -2.0911
H: 2.8490 -1.1684 -3.8228
H: -0.0635 6.7743 2.2432
S: -4.5315 5.9943 -1.1772
C: 4.3384 -3.6686 -3.2384
H: 2.1675 -1.9528 3.1765
C: 0.2042 -0.2636 -3.1757
H: 5.0641 -6.4164 -4.6311
C: 0.5305 2.8321 -3.3445
H: -3.5598 8.1466 -1.0868
H: 0.9404 0.0547 -5.2866
C: 0.4837 5.8725 2.0028
O: 2.0383 0.7013 -0.4774
C: 3.3242 -2.9155 -2.6565

Frontier orbital gap, eV: 6.56
Molar mass, g mol⁻¹: 1133.561
Charge: +1

These are the Löwdin partial charges, in e, on atoms 1 to 4: H 0.009; C -0.020; C -0.125; C -0.172

---

Q.
C56H55N4O5P2STeTi | ωB97M-V with the def2-TZVPD basis set

Positions of all 125 atoms, in Å:
H: -2.2806 2.7099 1.7196
O: 0.7747 2.5741 -0.7127
H: -4.4788 -2.2497 -7.6980
C: 3.0475 2.8363 -0.9204
H: 6.2822 4.4728 -1.5845
C: -4.9676 1.6416 -0.9333
C: -1.3352 2.6291 2.2551
C: 1.2576 -4.9168 1.0536
C: 2.9998 -1.7021 4.1153
H: -5.9926 1.2985 -0.8876
O: 3.8885 -0.9469 0.7525
C: 3.6380 -5.1261 1.3470
C: -2.3311 2.5107 -1.0506
C: -4.0734 -3.1747 -7.2849
C: 0.5805 -3.4281 -5.4934
H: 2.1858 3.1734 6.1855
Te: 0.0954 -2.1696 -2.4867
C: 0.2555 1.9686 -3.8479
H: -0.6849 3.4053 1.8429
H: -2.4163 1.1187 4.5814
C: 1.3084 -0.3914 3.0060
Ti: 1.0839 0.5744 -0.6840
C: 2.8697 -1.5631 0.4421
H: -4.9142 -3.7605 -6.9117
C: 0.8290 -0.2825 -3.1327
O: 5.9562 5.0969 -0.9253
C: 4.3587 3.3065 -0.7572
C: -1.5763 2.9150 3.7306
H: 2.3415 -3.5435 4.9949
H: 3.1933 -1.5718 -2.4282
H: -4.8245 2.1840 7.4400
C: 1.6808 3.4701 -0.9799
C: 5.1367 2.1560 -0.7938
C: -2.6524 1.3727 -0.3043
N: 3.0441 1.5171 -1.0685
H: 4.4985 0.1358 -0.8183
H: -1.4241 -3.7764 -7.1798
H: -3.0651 4.0907 -2.2865
C: 2.1795 3.2890 5.1099
C: 2.1493 3.5599 2.3520
H: 4.5005 -5.7343 1.5855
C: -3.0932 -2.8828 -6.1877
H: 4.1833 -0.7740 -3.6719
H: -5.2881 1.8276 5.7737
C: -0.8466 -3.0046 -5.2755
H: -0.0184 -3.2209 4.3078
H: -1.5664 -2.4267 -0.2844
C: -3.4894 -2.2062 -5.0437
C: 1.6782 2.2705 4.3192
P: -1.3259 0.4338 0.5132
H: -4.3169 -1.7068 3.7530
H: -3.0330 0.1520 2.7944
H: -2.4986 -1.1290 -1.9864
C: -3.3230 3.2032 -1.7234
H: -4.0907 0.8098 6.6123
C: -0.0966 0.7618 -3.2530
C: -2.7215 2.1487 4.3785
H: -1.1135 0.6126 -2.9056
C: -3.1609 -1.1360 -2.8502
C: 2.6871 -3.0108 0.7242
C: 2.6541 4.5817 3.1429
H: -4.2535 0.0618 0.3069
H: 4.7767 -3.3234 1.0612
C: -3.6556 -3.1268 2.2809
C: 2.0500 -2.6618 4.4400
C: 4.7702 4.6972 -0.4260
C: 2.4680 1.1040 -4.2088
C: -3.9810 0.9458 -0.2513
C: 0.3621 -1.3546 3.3359
H: 3.3897 0.1581 3.1465
H: 1.8301 3.0605 -4.8072
C: -1.7630 -3.2648 -6.2866
H: 3.0372 5.4708 2.6620
H: -4.5201 -1.8800 -4.9515
H: 6.1925 2.0022 -0.6403
H: 0.8657 -4.2644 -4.8517
C: -1.2727 -2.3402 -4.1130
H: 0.7281 -3.7319 -6.5284
H: 2.1532 3.7122 1.2869
O: 1.4894 4.6187 -1.2810
N: -0.7688 1.2899 1.9116
C: 3.7977 -3.7846 1.0465
H: 4.0313 -1.8339 4.4138
H: -2.8365 -4.2945 0.6798
H: 2.2499 -6.7397 1.5927
H: -3.3323 -0.0951 -3.1398
C: 0.7313 -2.4826 4.0545
C: 2.6345 -0.5730 3.4044
C: 2.1479 -0.1048 -3.5988
H: 1.2704 -2.6102 -5.2842
H: 0.5555 -2.9559 0.5313
C: 1.4167 -3.5779 0.7367
H: 3.4744 1.2471 -4.5845
C: -2.1685 -2.2635 0.5989
N: 4.3150 1.1182 -0.9812
H: -3.6070 -3.7293 -8.0973
H: 3.0096 -2.0175 -4.1049
C: 2.3693 -5.6917 1.3507
H: -5.4119 3.3138 -2.1995
H: -0.4691 2.7687 -3.9163
H: -0.6713 -1.2336 3.0528
C: -2.2071 -1.0073 1.1886
C: 3.1940 -1.1697 -3.4427
H: -0.6722 2.7515 4.3116
H: 3.0628 5.2444 5.1390
P: 0.9535 1.0317 1.9512
C: 1.5399 2.1303 -4.3371
H: -4.1225 -1.5375 -2.5278
O: 4.1198 5.4077 0.2781
C: -2.9938 -0.8200 2.3260
N: 1.8465 -0.9546 -0.2345
C: -4.4578 1.8277 6.4796
H: 0.2674 -5.3534 1.0741
C: 1.6496 2.3953 2.9249
H: -4.2130 -3.9498 2.7078
C: -2.6083 -1.9250 -4.0046
S: -3.1470 2.9382 5.9483
C: 2.6680 4.4481 4.5221
H: 1.3074 1.3711 4.7933
H: -1.3089 2.8655 -1.0847
C: -3.7129 -1.8691 2.8698
H: -3.6003 2.1290 3.7254
C: -4.6412 2.7695 -1.6699
C: -2.8845 -3.3188 1.1459
H: -1.7830 3.9884 3.7929

Frontier orbital gap, eV: 6.84
Molar mass, g mol⁻¹: 1133.561
Charge: +1

These are the Löwdin partial charges, in e, on atoms 1 to 4: H 0.105; O -0.219; H 0.087; C -0.126

---

The most stable arrangement is Q, and the next structure is 1.909 eV less stable.